18
Properties=species:S:1:pos:R:3:mulliken_spin:R:1 method="wB97M-V/def2-TZVPD" charge=-1 energy_ev=-12479.0723 homo_energy_ha="0.0186 / -0.2580" multiplicity=2 lumo_energy_ha="0.115 / 0.125"
O -1.376 2.740 -0.159 0.051
H -1.633 3.491 -0.694 -0.204
H -1.928 2.023 -0.471 0.001
O -0.193 -1.039 -2.268 0.492
H 0.750 -0.977 -2.114 -0.045
H -0.585 -0.515 -1.569 -0.057
O 0.074 0.584 0.296 -0.070
H -0.363 1.435 0.244 0.122
H 0.923 0.724 -0.123 0.062
O -2.538 -0.929 1.997 0.267
H -1.824 -0.314 1.829 0.000
H -2.940 -0.614 2.807 -0.080
O 1.277 -1.491 1.687 0.296
H 0.858 -0.925 1.038 0.132
H 1.397 -0.930 2.453 -0.065
O 2.317 -1.121 -1.581 0.230
H 2.866 -0.343 -1.485 -0.109
H 2.917 -1.801 -1.888 -0.024